[1]
{
  "formula": "C5H9N",
  "method": "ωB97M-V with the def2-TZVPD basis set",
  "species": ["C", "C", "C", "C", "C", "N", "H", "H", "H", "H", "H", "H", "H", "H", "H"],
  "xyz": [[1.95894, 0.62586, 1.01508], [1.03409, 0.96256, -0.14809], [-0.41665, 0.56063, 0.10245], [-2.34594, -1.80583, -1.08024], [-0.53278, -0.92455, 0.31985], [-1.40332, -1.49608, -0.29219], [1.62884, 1.13582, 1.92771], [1.95892, -0.44975, 1.21642], [2.98425, 0.94192, 0.80080], [1.04790, 2.03965, -0.34450], [1.39029, 0.47135, -1.06357], [-0.78126, 1.02697, 1.02607], [-1.06658, 0.91706, -0.71840], [-2.10888, -2.14576, -2.07778], [-3.34783, -1.85984, -0.68359]],
  "forces_ev_per_a": [[0.05, 0.02, 0.06], [0.07, 0.12, -0.05], [0.10, 0.12, 0.12], [-0.24, -0.82, 0.05], [0.36, -0.31, 0.44], [-0.32, 1.18, -0.63], [0.07, -0.07, -0.10], [0.00, 0.18, -0.04], [-0.11, -0.04, 0.05], [0.08, -0.06, -0.01], [-0.07, 0.08, 0.14], [0.12, 0.01, -0.05], [0.07, -0.28, 0.13], [-0.06, -0.04, -0.05], [-0.13, -0.09, -0.07]],
  "molar_mass_g_mol": 83.13,
  "largest_force_ev_per_a": 1.4,
  "charge": 0,
  "orbital_gap_ha": 0.3341,
  "relative_energy_kj_mol": 248.59
}

=====

[2]
{
  "formula": "C5H9N",
  "method": "ωB97M-V with the def2-TZVPD basis set",
  "species": ["C", "C", "N", "C", "C", "C", "H", "H", "H", "H", "H", "H", "H", "H", "H"],
  "xyz": [[0.46387, -1.77834, -1.22342], [-0.48782, -1.13212, -0.52524], [-1.58987, -1.85614, -0.04617], [-0.33093, 0.19400, 0.12439], [0.44283, 1.22339, -0.12063], [0.65638, 2.45462, 0.73317], [0.40663, -2.86462, -1.47464], [1.49784, -1.47613, -1.35303], [-1.77205, -1.52771, 0.88738], [-1.49923, -2.85838, -0.12391], [-0.96386, 0.21683, 1.02587], [1.23518, 1.24342, -0.86720], [-0.36747, 2.87189, 0.99966], [1.28253, 3.21268, 0.26530], [1.02597, 2.07662, 1.69848]],
  "forces_ev_per_a": [[0.61, -0.99, -0.13], [1.80, -1.10, 0.23], [-0.44, 0.83, -0.28], [-1.22, -0.87, 0.57], [2.06, 1.07, -0.46], [-2.48, -0.60, 1.15], [-0.58, 0.96, 0.24], [-0.40, 0.87, -0.22], [-0.52, -0.46, 0.16], [0.04, 0.16, 0.13], [0.09, 0.51, -0.31], [-0.58, -0.72, -0.65], [1.25, -0.06, -0.38], [-0.05, -0.18, 0.21], [0.42, 0.58, -0.23]],
  "molar_mass_g_mol": 83.13,
  "largest_force_ev_per_a": 2.8,
  "charge": 0,
  "smiles": "C=C(N)/C=C/C",
  "orbital_gap_ha": 0.3310,
  "relative_energy_kj_mol": 164.19
}

=====

[3]
{
  "formula": "C5H9N",
  "method": "ωB97M-V with the def2-TZVPD basis set",
  "species": ["C", "C", "C", "N", "C", "C", "H", "H", "H", "H", "H", "H", "H", "H", "H"],
  "xyz": [[-2.23861, -1.16587, 0.08343], [-0.88654, -1.04126, 0.13286], [0.13272, -0.79131, -0.98158], [0.85711, 0.46557, -0.99122], [1.44512, 0.80894, 0.17983], [1.45138, 1.91847, 1.00742], [-2.85932, -0.87530, 1.00456], [-2.64149, -1.68941, -0.74474], [-0.43995, -0.84894, 1.13606], [-0.68860, -0.77795, -1.93695], [0.86960, -1.58262, -0.88537], [0.41651, 1.07437, -1.62104], [1.53697, -0.09528, 0.88621], [0.80115, 2.76071, 0.93010], [2.24393, 1.83986, 1.80045]],
  "forces_ev_per_a": [[1.71, 0.32, 1.97], [-0.44, 1.88, 1.66], [-3.39, -1.41, -1.94], [-0.82, -1.10, 0.21], [-0.90, 0.13, 4.12], [1.38, -1.89, -0.87], [0.94, -1.15, -1.50], [-0.99, 0.39, -1.02], [-0.52, 0.23, -0.60], [3.12, -0.46, 1.88], [0.05, -0.44, -0.84], [-0.25, 1.65, -0.31], [1.29, 0.76, -1.77], [0.27, 0.84, -0.53], [-1.46, 0.26, -0.46]],
  "molar_mass_g_mol": 83.13,
  "largest_force_ev_per_a": 4.2,
  "charge": 0,
  "smiles": "C=CCNC=C",
  "orbital_gap_ha": 0.3317,
  "relative_energy_kj_mol": 364.80
}

=====

[4]
{
  "formula": "C5H9N",
  "method": "ωB97M-V with the def2-TZVPD basis set",
  "species": ["C", "C", "C", "C", "C", "N", "H", "H", "H", "H", "H", "H", "H", "H", "H"],
  "xyz": [[0.43116, 0.51464, 1.65734], [-0.59289, 0.35770, 0.59085], [-0.05492, -0.59268, -0.51982], [-0.80218, -0.42972, -1.84194], [1.45534, -0.38588, -0.61000], [1.83992, 0.13449, 0.47539], [0.42511, -0.24875, 2.44987], [2.37390, 0.62570, 1.13943], [0.47264, 1.52113, 2.12394], [-1.52609, -0.07013, 0.95880], [-0.80995, 1.33246, 0.13717], [-0.16259, -1.63646, -0.18247], [-1.87861, -0.58091, -1.69637], [-0.65624, 0.57878, -2.24569], [-0.45197, -1.14795, -2.58834]],
  "forces_ev_per_a": [[0.42, -0.52, -0.93], [-0.40, -0.13, -0.29], [-0.04, 0.00, 0.02], [0.03, -0.01, -0.03], [0.33, 0.35, 0.51], [-3.36, 0.74, 2.32], [0.16, 0.10, -0.44], [2.41, -0.04, -0.82], [0.41, -0.54, -0.53], [-0.10, 0.10, 0.04], [-0.05, -0.15, 0.04], [0.05, 0.11, -0.05], [0.18, 0.01, -0.01], [0.00, -0.14, 0.06], [-0.02, 0.11, 0.12]],
  "molar_mass_g_mol": 83.13,
  "largest_force_ev_per_a": 4.2,
  "charge": 0,
  "orbital_gap_ha": 0.3271,
  "relative_energy_kj_mol": 339.54
}

=====

[5]
{
  "formula": "C5H9N",
  "method": "ωB97M-V with the def2-TZVPD basis set",
  "species": ["N", "C", "C", "C", "C", "C", "H", "H", "H", "H", "H", "H", "H", "H", "H"],
  "xyz": [[3.52116, -0.07374, 0.10817], [2.12961, 0.44314, -0.32860], [0.94286, 0.29887, 0.45070], [-0.34039, 0.28351, -0.01675], [-1.53171, -0.42451, 0.47846], [-2.83458, -0.28393, -0.23928], [3.42494, -0.14770, 1.12490], [2.95545, 1.20487, -0.08046], [1.96558, 0.08702, -1.34235], [1.13863, -0.10718, 1.44392], [-0.70979, 1.02139, -0.73213], [-1.30383, -1.47411, 0.72862], [-3.32343, -1.22729, -0.24748], [-3.65891, 0.50766, -0.11234], [-2.37562, -0.10799, -1.23537]],
  "forces_ev_per_a": [[-2.07, 2.15, -0.44], [-2.27, -4.09, 0.82], [4.29, -0.88, 0.23], [-6.76, -0.49, 0.84], [4.27, 0.59, -1.50], [0.01, 1.50, -1.48], [0.14, 0.00, 0.17], [1.99, 0.36, 0.43], [0.25, 1.31, -0.53], [-0.23, 0.36, 0.15], [0.74, 0.19, -0.23], [-0.21, 0.67, 1.22], [-0.53, -0.77, -0.10], [1.71, -0.83, 0.54], [-1.33, -0.08, -0.12]],
  "molar_mass_g_mol": 83.13,
  "largest_force_ev_per_a": 6.8,
  "charge": 0,
  "orbital_gap_ha": 0.2253,
  "relative_energy_kj_mol": 651.82
}

=====

[6]
{
  "formula": "C5H9N",
  "method": "ωB97M-V with the def2-TZVPD basis set",
  "species": ["C", "C", "C", "C", "C", "N", "H", "H", "H", "H", "H", "H", "H", "H", "H"],
  "xyz": [[0.81262, -2.05390, 0.12196], [-0.19849, -0.94029, 0.38409], [0.13658, 0.35721, -0.34957], [-0.88949, 1.46023, -0.04155], [-0.39191, 2.79327, -0.39377], [0.04257, 3.83364, -0.65316], [1.82912, -1.73950, 0.38806], [0.57380, -2.94434, 0.71271], [0.81925, -2.34437, -0.93461], [-0.23876, -0.73171, 1.46200], [-1.20439, -1.27712, 0.09735], [1.13622, 0.69907, -0.05194], [0.17241, 0.19017, -1.43352], [-1.12936, 1.46556, 1.02872], [-1.83003, 1.28024, -0.57460]],
  "forces_ev_per_a": [[0.02, -0.04, -0.02], [-0.05, 0.01, 0.03], [0.09, -0.02, 0.00], [-0.05, -0.02, 0.05], [0.38, 0.90, -0.23], [-0.45, -1.01, 0.22], [-0.17, -0.03, -0.04], [0.04, 0.12, -0.11], [0.00, 0.05, 0.14], [0.00, -0.03, -0.14], [0.14, 0.05, 0.04], [-0.17, -0.05, -0.03], [0.02, 0.02, 0.17], [0.07, 0.02, -0.14], [0.14, 0.03, 0.07]],
  "molar_mass_g_mol": 83.13,
  "largest_force_ev_per_a": 1.1,
  "charge": 0,
  "smiles": "CCCCC#N",
  "orbital_gap_ha": 0.4545,
  "relative_energy_kj_mol": 9.71
}

=====

[7]
{
  "formula": "C5H9N",
  "method": "ωB97M-V with the def2-TZVPD basis set",
  "species": ["C", "C", "C", "C", "C", "N", "H", "H", "H", "H", "H", "H", "H", "H", "H"],
  "xyz": [[-0.54245, 1.57017, -0.20346], [-0.48172, 0.17775, 0.42691], [-0.59314, -0.93425, -0.62725], [0.90639, -0.10501, 1.06052], [1.70656, -0.98553, 0.11400], [0.80710, -1.37785, -0.76035], [-0.39608, 2.34746, 0.55552], [-1.50897, 1.75121, -0.69010], [0.24822, 1.68673, -0.95616], [-1.28642, 0.08248, 1.16443], [-0.97744, -0.57320, -1.58764], [-1.22060, -1.77217, -0.30170], [1.05514, -2.02415, -1.49846], [0.82622, -0.65675, 2.00806], [1.45719, 0.81309, 1.29568]],
  "forces_ev_per_a": [[0.02, 0.04, -0.03], [-0.02, -0.01, 0.02], [-0.11, 0.06, 0.05], [0.07, 0.06, 0.10], [-0.58, 0.05, -0.14], [0.35, -0.07, 0.05], [-0.02, -0.13, -0.12], [0.17, -0.04, 0.08], [-0.12, -0.02, 0.11], [0.15, 0.00, -0.11], [0.06, -0.05, 0.11], [0.09, 0.10, -0.02], [-0.02, 0.10, 0.07], [0.03, 0.05, -0.14], [-0.08, -0.13, -0.03]],
  "molar_mass_g_mol": 83.13,
  "largest_force_ev_per_a": 0.6,
  "charge": 0,
  "orbital_gap_ha": 0.3348,
  "relative_energy_kj_mol": 157.40
}

=====

[8]
{
  "formula": "C5H9N",
  "method": "ωB97M-V with the def2-TZVPD basis set",
  "species": ["C", "C", "C", "C", "C", "N", "H", "H", "H", "H", "H", "H", "H", "H", "H"],
  "xyz": [[-1.26441, 0.03174, -2.22035], [-0.07150, -0.23111, -1.71820], [0.12553, -0.79903, -0.33785], [0.30028, 0.01969, 0.70119], [0.58613, -0.51448, 2.07257], [0.30787, 1.40193, 0.59011], [-1.38665, 0.47203, -3.20950], [-2.24223, -0.15094, -1.79210], [0.83632, -0.01617, -2.27294], [0.00451, -1.87301, -0.29388], [0.89234, 0.20257, 2.83546], [1.36984, -1.26495, 2.01856], [-0.28263, -1.01388, 2.50895], [0.78864, 1.86181, 1.35019], [0.03596, 1.87382, -0.23220]],
  "forces_ev_per_a": [[-0.52, 0.48, -1.28], [-0.09, -0.28, 1.20], [-0.54, 0.35, -1.31], [0.37, 0.01, -0.09], [-0.12, -0.54, 0.61], [0.37, -0.89, 1.65], [0.37, -0.07, -0.03], [0.31, -0.22, 0.69], [-0.08, 0.13, -0.23], [0.24, -0.01, 0.58], [0.04, 0.35, -0.34], [0.09, -0.07, -0.02], [-0.09, 0.03, -0.19], [-0.31, 0.36, -0.56], [-0.03, 0.36, -0.68]],
  "molar_mass_g_mol": 83.13,
  "largest_force_ev_per_a": 1.9,
  "charge": 0,
  "smiles": "C=C/C=C(/C)N",
  "orbital_gap_ha": 0.3297,
  "relative_energy_kj_mol": 121.77
}